(1)
A structure of composition C40H46Cl2N5O3PbS2 in a non-equilibrium geometry. Source: OMol25; level of theory: wB97M-V/def2-TZVPD.

XYZ file:
```
99
Properties=species:S:1:pos:R:3:lowdin_charge:R:1
Pb -0.19 -0.64 -0.01 1.2190
Cl 2.17 1.27 -0.38 0.6676
Cl 3.93 -0.82 -1.34 0.6292
S -1.34 1.62 0.76 0.5815
S -0.64 4.27 -0.16 0.9319
O 1.12 -0.43 -3.79 0.1134
O -2.36 -1.31 -1.20 -0.0224
O -0.54 -1.83 -3.20 0.0561
N 1.33 -3.03 -0.89 -0.0618
N 0.74 -0.30 2.37 0.0252
N -0.58 2.20 -1.77 -0.0847
N -1.64 -1.47 1.84 0.0218
N -0.79 0.88 -2.04 -0.0604
C -3.37 -1.24 -5.16 -0.0482
C 4.61 1.29 2.65 -0.0611
C 0.25 -0.19 4.76 0.0117
C 2.22 1.62 2.82 -0.2420
C 1.93 4.88 -0.81 -0.3151
C -2.82 -2.12 1.44 -0.2476
C 1.62 -2.73 -3.31 -0.0758
C 4.27 4.31 -0.94 -0.0935
C -0.77 2.58 -0.56 -1.1218
C -5.04 -3.45 0.43 -0.0693
C -2.74 -3.48 1.13 -0.2107
C -1.23 0.56 -3.19 -0.2430
C -2.29 -1.42 4.20 0.0146
C -1.37 -1.15 3.05 -0.2523
C 2.15 5.43 0.45 -0.0783
C -2.67 -1.18 -2.38 -0.2612
C -4.03 -1.43 1.28 -0.2254
C -4.15 0.03 1.59 -0.0520
C 3.20 0.73 -1.72 -0.8943
C -3.86 -4.13 0.63 -0.0362
C 3.00 4.32 -1.50 -0.0791
C 0.56 4.91 -1.40 -0.3701
C -5.12 -2.11 0.77 -0.0542
C -2.08 -1.10 -4.86 0.0143
C -1.52 1.55 -4.27 0.0146
C 3.12 -0.58 2.31 -0.2419
C 1.09 2.58 3.08 -0.0435
C -4.37 -1.29 -4.13 -0.0090
C 4.40 -0.05 2.38 -0.0532
C 2.95 -2.05 2.08 -0.0380
C 1.20 -3.68 -2.19 -0.2502
C -1.60 -0.90 -3.45 -0.2760
C 3.52 2.11 2.87 -0.0468
C -0.07 -0.51 3.33 -0.2560
C -4.04 -1.26 -2.82 0.0393
C 2.02 0.26 2.53 -0.2784
C 0.73 -1.52 -3.46 -0.4773
C 4.47 4.85 0.32 -0.0872
C -1.46 -4.22 1.39 -0.0224
C 3.41 5.40 1.02 -0.0854
H -1.40 -5.11 0.76 0.0856
H -6.05 -1.58 0.65 0.1173
H 5.46 4.82 0.77 0.1045
H 5.24 -0.71 2.23 0.1158
H 5.11 3.90 -1.49 0.1047
H 0.05 -1.05 5.40 0.0923
H -3.45 0.36 2.34 0.0491
H -1.45 2.56 -3.85 0.0800
H 1.83 -4.58 -2.26 0.1206
H 1.32 5.87 0.99 0.1013
H -1.85 -2.16 4.86 0.1017
H 2.29 -2.71 -0.77 0.0052
H 3.79 -2.44 1.52 0.0778
H -5.91 -3.96 0.03 0.1077
H -3.25 -1.80 3.85 0.0925
H 2.90 -2.58 3.03 0.0942
H 1.03 2.80 4.15 0.0920
H -0.61 -3.58 1.20 0.0421
H 1.30 0.10 4.86 0.0957
H -1.42 -4.55 2.43 0.0945
H 2.02 -2.25 1.55 0.0336
H 5.61 1.68 2.71 0.1084
H 0.47 4.30 -2.30 0.0701
H -2.51 1.40 -4.70 0.0892
H 1.29 3.52 2.56 0.0709
H 1.14 -3.71 -0.16 0.0609
H -3.95 0.61 0.68 0.0565
H 0.24 5.93 -1.60 0.0877
H -3.80 -5.19 0.40 0.1145
H 3.56 5.83 2.00 0.1078
H -0.37 0.63 5.09 0.1042
H -3.69 -1.36 -6.18 0.1186
H 0.16 -3.98 -2.33 0.1170
H 2.65 -2.40 -3.16 0.0885
H -5.40 -1.40 -4.43 0.1212
H 3.67 3.16 3.09 0.1109
H -2.46 -0.51 4.78 0.1011
H 2.84 3.90 -2.48 0.1143
H -0.78 1.44 -5.06 0.1034
H 0.14 2.19 2.75 -0.0004
H -5.16 0.26 1.91 0.0909
H -4.77 -1.39 -2.04 0.1165
H 4.00 1.46 -1.84 0.0280
H -1.31 -1.12 -5.62 0.1402
H 1.58 -3.26 -4.27 0.1401
H 2.59 0.62 -2.62 0.0170
```

Summary:
LUMO energy = -3.497 eV
Total charge = +1
Relative energy (zero: lowest compared OMol25 entry of this formula, charge and spin) = 0.00 kJ/mol
Calculated total energy = -107778.1662 eV
Orbital gap = 0.2443 Ha
E_HOMO = -10.145 eV
Multiplicity = 1

=====

(2)
A structure of composition C40H46N3O5ReS2 in a non-equilibrium geometry. Source: OMol25; level of theory: wB97M-V/def2-TZVPD.

XYZ file:
```
97
Properties=species:S:1:pos:R:3:lowdin_charge:R:1
Re -0.47 0.05 0.24 1.6556
S 1.03 -1.12 -1.93 0.6621
S 1.72 3.29 -0.29 0.6873
O 0.90 3.88 -1.30 -0.2515
O -0.21 1.20 1.99 -0.1258
O 3.10 3.03 -0.57 -0.2640
O 0.66 -2.33 -2.59 -0.2526
O 1.42 -1.17 -0.51 -0.3724
N 0.95 1.93 0.28 -0.0780
N -1.67 1.60 -0.42 -0.0439
N -0.23 -0.11 -1.75 -0.2464
C -3.08 -2.03 -2.02 -0.0257
C -2.05 3.00 -2.36 -0.1500
C -0.67 -2.90 4.44 -0.0304
C -0.25 -2.72 1.26 -0.0881
C -2.82 3.86 -1.55 0.0311
C -1.53 1.85 -1.77 -0.1543
C -0.98 2.39 -4.43 -0.0343
C 4.10 1.18 -3.00 -0.0068
C -0.45 1.23 -3.83 0.0169
C 2.08 5.40 1.59 -0.0116
C -4.15 -0.33 -0.54 -0.0345
C 2.45 -0.71 -4.20 -0.0585
C 0.05 -5.12 1.83 -0.0212
C 1.18 5.04 3.82 -0.0413
C 4.26 0.88 -4.35 -0.2412
C 1.86 5.84 2.90 -0.0379
C 0.78 -3.86 1.31 -0.5013
C 3.43 -0.08 -4.93 -0.0178
C -1.00 -2.52 0.07 -0.0128
C -1.80 -1.01 1.52 -0.2068
C 3.13 0.56 -2.24 -0.0416
C 1.31 -4.22 -0.09 -0.0535
C 5.34 1.54 -5.16 -0.0348
C 0.93 -1.02 4.04 -0.0226
C -1.48 -0.58 4.28 -0.0580
C -0.46 -1.57 3.69 -0.5047
C 1.60 4.16 1.26 -0.1972
C 2.30 -0.37 -2.85 -0.2944
C 0.71 3.79 3.47 0.0160
C -4.16 -2.72 0.13 -0.0247
C 0.54 2.10 1.52 -0.4978
C 2.01 -3.56 2.16 -0.0346
C -0.73 -1.78 2.19 -0.0625
C -0.72 0.93 -2.52 -0.2360
C -2.38 2.43 0.32 -0.0929
C -3.33 -1.62 -0.57 -0.5336
C -2.03 -1.57 0.22 -0.3201
C 0.93 3.36 2.17 -0.1298
C -3.00 3.57 -0.22 -0.0115
C -1.77 3.26 -3.73 -0.0122
H 3.56 -0.33 -5.98 0.1238
H 1.12 -0.08 3.53 0.0701
H -5.09 -2.88 -0.41 0.0929
H -3.26 4.75 -1.98 0.1309
H 4.73 1.92 -2.53 0.1196
H -4.31 0.04 0.47 0.0878
H -0.25 -5.04 2.87 0.0652
H 2.46 -2.61 1.85 0.0954
H 5.74 2.41 -4.65 0.0813
H 0.17 0.57 -4.42 0.1078
H 3.02 0.78 -1.19 0.0901
H 2.22 6.81 3.20 0.1169
H -3.62 -3.66 0.16 0.0918
H -2.40 -1.34 -2.52 0.0733
H -2.58 -0.57 2.11 0.1188
H -2.51 -0.94 4.18 0.0912
H -1.40 0.41 3.82 0.0680
H 4.95 1.85 -6.13 0.0864
H 6.16 0.84 -5.34 0.0930
H -0.75 2.59 -5.46 0.1167
H 0.71 -5.98 1.73 0.0954
H -5.13 -0.54 -0.98 0.0960
H 1.03 5.41 4.83 0.1149
H -0.84 -3.09 -0.83 0.1103
H 1.81 -1.46 -4.64 0.1192
H -3.58 4.21 0.42 0.1181
H 2.60 6.02 0.88 0.1298
H 1.77 -3.37 -0.57 0.0568
H 2.75 -4.35 2.00 0.0936
H 1.81 -3.53 3.22 0.0579
H 2.06 -4.99 0.03 0.0947
H -2.65 -3.03 -2.09 0.0898
H -0.67 -2.70 5.51 0.0951
H 0.12 -3.61 4.24 0.0573
H -1.63 -3.35 4.18 0.1005
H -2.17 4.15 -4.19 0.1212
H -3.69 0.44 -1.15 0.0648
H -4.40 -2.43 1.15 0.0916
H 0.54 -4.62 -0.75 0.0893
H -0.84 -5.31 1.23 0.0930
H 0.97 -0.85 5.11 0.0943
H -1.28 -0.47 5.35 0.0917
H -4.03 -2.04 -2.57 0.0961
H 1.73 -1.71 3.78 0.0565
H 0.19 3.16 4.18 0.1257
H -2.46 2.19 1.37 0.1279
```

Summary:
LUMO energy (alpha / beta) = -3.225 / -3.553 eV
Total charge = +1
Relative energy (zero: lowest compared OMol25 entry of this formula, charge and spin) = 72.70 kJ/mol
Calculated total energy = -80730.1122 eV
Orbital gap (alpha / beta) = 0.2723 / 0.2607 Ha
E_HOMO (alpha / beta) = -10.634 / -10.647 eV
Multiplicity = 2

=====

(3)
A cluster of 7 separate species, C40H46NO5P in total in a non-equilibrium geometry. Source: OMol25; level of theory: wB97M-V/def2-TZVPD.

XYZ file:
```
93
Properties=species:S:1:pos:R:3:lowdin_charge:R:1
P 1.35 -3.00 -1.34 0.8249
O 0.65 -2.60 -2.76 -0.2406
O 1.18 -1.69 -0.33 -0.1275
O 2.91 -2.93 -1.75 -0.2219
O -0.70 -0.51 0.09 0.1231
O -0.44 -2.60 0.91 -0.0083
N -1.85 -2.62 1.10 -0.0039
C -1.26 3.68 -7.54 -0.0986
C -2.61 -7.16 -3.85 -0.0953
C -2.10 -7.42 -5.11 -0.0975
C -0.14 1.54 -6.18 -0.0957
C 3.48 7.15 3.37 -0.0943
C -1.32 0.12 7.73 -0.0999
C -3.14 1.16 9.55 -0.0974
C 2.20 6.50 5.30 -0.0965
C -2.18 -6.05 -3.14 -0.0903
C 2.62 7.64 5.97 -0.0975
C 4.78 -2.27 -4.71 -0.0938
C 2.63 6.25 4.00 -0.0976
C -2.21 -3.91 1.65 -0.2015
C -2.43 2.01 8.72 -0.0919
C 3.54 -0.39 -5.55 -0.0834
C -0.07 1.65 2.15 -0.0817
C -1.36 1.70 4.17 -0.0969
C 3.46 8.54 5.34 -0.0988
C 3.68 -1.43 -4.64 -0.0912
C -1.17 -6.56 -5.68 -0.0968
C -1.25 -5.19 -3.71 -0.0920
C -1.52 1.49 7.81 -0.1032
C -2.07 2.68 -7.02 -0.0972
C 0.22 3.00 2.30 -0.0836
C -1.51 1.61 -6.35 -0.0937
C -2.04 -0.73 8.56 -0.0971
C 5.60 -1.04 -6.60 -0.0963
C -1.07 3.05 4.33 -0.1012
C -2.95 -0.22 9.47 -0.0985
C 4.50 -0.19 -6.53 -0.0920
C 3.89 8.30 4.04 -0.0983
C -0.86 1.01 3.08 -0.0831
C -3.72 -4.14 1.50 -0.2275
C -0.28 3.70 3.40 -0.0995
C -4.34 -3.56 0.24 -0.1064
C 0.11 3.61 -7.37 -0.0979
C -0.06 -1.54 0.20 -0.6312
C 0.68 2.55 -6.68 -0.0978
C 5.74 -2.08 -5.69 -0.0958
C -0.74 -5.45 -4.97 -0.0954
H 2.68 0.26 -5.49 0.0811
H 3.35 -3.69 -1.34 0.0538
H -1.45 3.59 5.18 0.0957
H 0.30 0.71 -5.65 0.0886
H -1.62 -4.70 1.22 0.1171
H -4.09 -2.53 0.08 0.0630
H -3.51 -0.88 10.11 0.0994
H 0.83 3.51 1.57 0.1021
H 2.29 7.83 6.98 0.0993
H -3.85 1.56 10.27 0.0997
H -3.15 2.74 -7.15 0.0996
H 2.93 -1.58 -3.87 0.0677
H 3.79 9.43 5.86 0.0992
H 0.75 4.39 -7.77 0.0994
H -4.19 -3.66 2.35 0.0990
H -2.44 -8.29 -5.66 0.0999
H 1.75 2.50 -6.55 0.0923
H 3.82 6.96 2.36 0.1004
H -2.12 -1.88 1.73 0.1250
H -5.41 -3.61 0.34 0.0685
H 6.35 -0.88 -7.37 0.1000
H -2.57 -5.85 -2.16 0.0910
H -1.70 4.52 -8.07 0.0992
H 1.54 5.79 5.79 0.0978
H -2.58 3.08 8.79 0.1006
H 4.40 0.62 -7.23 0.1000
H -0.61 -0.28 7.02 0.1015
H 4.89 -3.08 -4.00 0.0932
H 2.31 5.36 3.48 0.0858
H 0.33 1.11 1.30 0.0830
H -1.98 1.19 4.90 0.0918
H -2.15 0.83 -5.95 0.1012
H -2.00 -3.94 2.71 0.1112
H 6.60 -2.74 -5.75 0.0995
H 1.14 -3.10 -3.43 0.0419
H -1.88 -1.80 8.50 0.0991
H -0.97 2.16 7.16 0.0866
H -0.05 4.75 3.52 0.0893
H -1.08 -0.05 2.96 0.0862
H -3.34 -7.83 -3.41 0.1000
H -0.91 -4.32 -3.16 0.0698
H -0.77 -6.77 -6.66 0.1004
H 4.55 9.00 3.55 0.0994
H -4.09 -4.12 -0.65 0.0601
H -3.92 -5.20 1.51 0.1022
H -0.02 -4.77 -5.42 0.0971
```

Summary:
LUMO energy = 0.428 eV
Total charge = 0
Relative energy (zero: lowest compared OMol25 entry of this formula, charge and spin) = 0.00 kJ/mol
SMILES = CCCNOC(=O)OP(O)O.c1ccccc1.c1ccccc1.c1ccccc1.c1ccccc1.c1ccccc1.c1ccccc1
Calculated total energy = -63242.0974 eV
Orbital gap = 0.3544 Ha
E_HOMO = -9.216 eV
Multiplicity = 1

=====

(4)
A cluster of 11 separate species, C40H47F4N7O12 in total in a non-equilibrium geometry. Source: OMol25; level of theory: wB97M-V/def2-TZVPD.

XYZ file:
```
110
Properties=species:S:1:pos:R:3:lowdin_charge:R:1
F 0.71 -0.52 18.66 0.0609
F 2.65 4.48 22.44 0.0554
F 6.73 6.81 16.38 0.0781
F 9.74 7.57 19.03 0.0370
O 5.69 5.27 17.53 0.1179
O 9.15 8.66 20.92 0.1249
O 8.66 10.66 21.90 0.1624
O 4.57 4.98 15.70 0.1095
O 7.52 9.91 20.18 0.0857
O 6.22 4.85 20.56 0.1182
O 3.57 -0.26 17.39 0.0921
O 1.63 0.75 17.03 0.1303
O 4.12 5.46 21.06 0.0997
O 4.49 3.47 20.21 0.1128
O 3.46 5.13 17.64 0.1541
O 3.53 1.96 17.08 0.1550
N -0.70 6.64 19.71 0.0064
N 8.26 3.02 22.84 0.0265
N 5.99 6.91 22.90 0.0418
N 4.42 8.96 19.96 0.0374
N 1.61 4.96 25.55 0.0106
N 7.89 2.88 18.69 0.0463
N 5.49 3.31 25.41 0.0213
C 0.55 3.37 26.63 -0.1221
C -0.25 4.47 19.35 -0.1098
C 8.66 7.93 19.83 -0.2956
C 4.45 5.07 17.00 -0.5581
C 4.87 2.55 23.49 -0.1338
C 5.56 1.51 24.11 -0.1070
C 3.05 3.64 20.27 -0.0345
C 3.50 8.90 17.96 -0.1063
C 3.88 8.14 19.01 -0.1450
C 6.40 8.75 24.05 -0.0803
C 1.52 5.35 26.87 -0.1449
C 3.77 10.23 18.33 -0.1230
C 4.78 7.39 23.30 -0.1871
C 0.88 4.38 27.61 -0.0995
C 9.25 2.80 16.93 -0.1031
C 2.88 4.78 21.12 -0.3065
C 8.46 9.81 21.09 -0.6015
C 2.65 -1.37 17.47 0.0124
C 3.00 0.88 17.16 -0.5608
C 4.97 8.52 24.02 -0.0868
C 6.62 5.46 16.52 -0.3250
C 7.15 2.38 17.63 -0.1502
C -0.93 5.37 20.20 -0.1253
C 9.40 4.90 22.63 -0.1151
C 7.92 2.27 16.51 -0.1049
C 9.17 3.14 18.25 -0.1350
C 1.33 -0.59 17.43 -0.2720
C 10.10 3.86 21.91 -0.0950
C 5.86 2.02 25.37 -0.1297
C 8.30 4.33 23.17 -0.1814
C 9.33 2.69 22.07 -0.1320
C 7.69 8.85 19.20 -0.0266
C 0.97 3.76 25.40 -0.1487
C 4.87 3.67 24.28 -0.1437
C 5.96 4.83 15.34 -0.0166
C 5.04 4.55 20.60 -0.5837
C 4.33 10.25 19.53 -0.1515
C 6.99 7.76 23.35 -0.1197
C 0.16 6.59 18.63 -0.1049
C 0.41 5.24 18.36 -0.1149
H 4.46 2.41 22.50 0.0906
H 6.81 9.59 24.53 0.0825
H 10.14 2.69 16.31 0.0912
H 9.90 3.51 18.98 0.1072
H 2.83 -1.98 16.62 0.1323
H 4.80 8.72 20.87 0.1288
H 7.51 2.37 23.06 0.1085
H 4.62 11.03 20.15 0.1051
H 11.03 4.00 21.42 0.0748
H -1.53 5.20 21.05 0.0892
H -0.15 2.57 26.87 0.0897
H 7.48 4.70 23.83 0.1111
H 2.13 5.49 20.81 0.1626
H 3.43 11.04 17.68 0.1015
H 5.53 3.90 26.24 0.1642
H 3.98 7.06 19.07 0.0884
H 6.44 1.58 26.20 0.1209
H 4.20 9.10 24.53 0.0973
H 2.68 3.77 19.26 0.1124
H 7.56 5.03 16.71 0.1357
H 2.69 2.73 20.69 0.1433
H 4.55 4.70 24.09 0.0993
H 3.03 8.57 17.05 0.0970
H 2.09 5.48 24.88 0.0939
H 6.20 6.08 22.39 0.0808
H 9.32 1.79 21.50 0.1001
H -0.26 3.38 19.45 0.0954
H 1.00 3.27 24.40 0.1167
H 8.09 9.22 18.28 0.1361
H -1.16 7.45 20.10 0.1439
H 0.96 4.90 17.55 0.0646
H 7.64 1.88 15.57 0.0778
H 0.53 7.44 18.11 0.0972
H 2.05 6.27 27.22 0.1140
H 6.09 5.33 14.39 0.1443
H 0.65 4.42 28.65 0.0811
H 9.70 5.98 22.64 0.1077
H 3.87 6.91 23.11 0.0810
H 2.89 -1.85 18.42 0.1484
H 7.46 3.28 19.48 0.0929
H 6.06 2.21 17.72 0.1102
H 6.70 8.38 18.97 0.1392
H 8.37 6.92 20.17 0.1646
H 5.62 0.48 23.80 0.0960
H 7.98 7.47 23.07 0.0976
H 0.65 -0.95 16.73 0.1434
H 6.22 3.76 15.28 0.1246
```

Summary:
LUMO energy = 0.119 eV
Total charge = 0
Relative energy (zero: lowest compared OMol25 entry of this formula, charge and spin) = 0.00 kJ/mol
SMILES = O=C1OC[C@@H](F)O1.O=C1OC[C@@H](F)O1.O=C1OC[C@@H](F)O1.O=C1OC[C@@H](F)O1.c1cc[nH]c1.c1cc[nH]c1.c1cc[nH]c1.c1cc[nH]c1.c1cc[nH]c1.c1cc[nH]c1.c1cc[nH]c1
Calculated total energy = -88111.8318 eV
Orbital gap = 0.3045 Ha
E_HOMO = -8.166 eV
Multiplicity = 1